# 1
This record from the OMol25 dataset describes 2 unconnected molecules or ions with the total composition C4H7N3 at a distorted geometry. The level of theory is wB97M-V/def2-TZVPD.

Structure (ORCA input):
```
! RIJCOSX wB97M-V def2-TZVPD def2/J DEFGRID3
* xyz 0 1
C -1.9032 0.0982 -0.3959
C -1.3631 -0.9472 0.4362
N 0.5870 0.9916 0.9742
C 1.2358 0.2692 0.1199
N 0.6654 -0.7756 -0.5256
C 2.6419 0.6344 -0.1704
N 3.7318 1.0022 -0.3117
H -0.9686 -0.0543 -1.0000
H -1.8208 1.1027 0.0198
H -2.7752 -0.1159 -1.0146
H -1.6860 -1.9722 0.2654
H -0.8506 -0.6887 1.3500
H 1.1460 1.7718 1.2995
H 1.3595 -1.3164 -1.0470
*
```

Computed properties:
**Relative energy (zero: lowest compared OMol25 entry of this formula, charge and spin)**: 3.881 eV
**LUMO**: -0.74 eV
**Molecular weight**: 97.12 g/mol
**HOMO-LUMO gap**: 8.2 eV
**HOMO**: -8.95 eV



# 2
This record from the OMol25 dataset describes a molecular structure, C8H15F2HgN2O7S2 at a distorted geometry. The level of theory is wB97M-V/def2-TZVPD.

Structure (ORCA input):
```
! RIJCOSX wB97M-V def2-TZVPD def2/J DEFGRID3
* xyz -1 1
Hg 0.6009 0.8814 0.1037
O 3.2604 2.4829 0.9999
C 3.6000 2.0981 2.3159
C 2.3991 2.3312 3.4216
O 1.0921 1.8141 3.1111
H 4.5657 2.4814 2.6455
H 3.8645 1.0496 2.1785
H 2.2172 3.4044 3.4777
H 2.7808 1.9940 4.3853
N 1.5918 -2.1195 -1.3961
S 1.5748 -3.0337 -2.6771
O 0.6862 -4.1503 -2.6733
O 2.8738 -3.1329 -3.3945
F 0.7630 -1.9841 -3.6015
S 2.5366 -3.2671 -0.5519
O 3.9954 -3.1449 -0.6916
O 1.9654 -4.5862 -0.3098
F 2.3342 -2.5703 0.9280
N -2.1773 3.1812 -1.3189
C -1.6935 2.4147 -2.3102
C -0.4308 2.8407 -2.6518
C -0.2086 3.9820 -2.0057
C -1.2217 4.1384 -1.1277
H -3.0825 3.1692 -0.8710
H -2.3879 1.6806 -2.6914
H 0.1818 2.4358 -3.4437
H 0.7174 4.5345 -2.0650
H -1.4074 4.8798 -0.3646
C -3.2895 -3.5424 1.2364
C -3.7948 -2.1413 0.9239
O -2.7902 -1.2350 1.0714
H -3.4028 -3.8713 2.2694
H -2.2668 -3.7452 0.9185
H -3.9692 -4.1380 0.6269
H -4.5851 -1.8744 1.6256
H -4.1205 -2.1514 -0.1162
H -2.7723 -1.1062 2.0226
*
```

Computed properties:
**LUMO**: -1.16 eV
**Molecular weight**: 553.94 g/mol
**HOMO-LUMO gap**: 4.9 eV
**HOMO**: -6.03 eV



# 3
This record from the OMol25 dataset describes a single C3H11P3 molecule at a distorted geometry. The level of theory is wB97M-V/def2-TZVPD.

Structure (ORCA input):
```
! RIJCOSX wB97M-V def2-TZVPD def2/J DEFGRID3
* xyz 0 1
C -0.8657 -3.0956 -0.2778
C -1.1878 -1.6515 0.5277
P 0.2539 -0.5227 0.2083
P 0.0345 1.7845 0.1711
C 1.1436 1.6764 -1.5001
P 1.1134 3.3285 1.5462
H -0.9160 -3.2674 -1.3877
H 0.1860 -3.4013 -0.1102
H -1.7252 -3.6640 0.1445
H -1.1856 -2.0046 1.5310
H -2.1325 -1.1165 0.2401
H 0.9039 -0.9113 1.5137
H 0.4659 1.1419 -2.2310
H 2.0049 1.0814 -1.1145
H 1.3223 2.5922 -2.0978
H 0.6235 4.3665 0.7084
H -0.0391 3.6633 2.1280
*
```

Computed properties:
**Relative energy (zero: lowest compared OMol25 entry of this formula, charge and spin)**: 1.616 eV
**LUMO**: 0.30 eV
**SMILES**: CCPP(C)#[PH2]
**Molecular weight**: 140.04 g/mol
**HOMO-LUMO gap**: 8.1 eV
**HOMO**: -7.80 eV



# 4
This record from the OMol25 dataset describes 2 unconnected molecules or ions with the total composition CH5O4P2 at a distorted geometry. The level of theory is wB97M-V/def2-TZVPD.

Structure (ORCA input):
```
! RIJCOSX wB97M-V def2-TZVPD def2/J DEFGRID3
* xyz -1 1
C -0.0647 0.1123 1.6981
O -1.5174 2.4969 0.1528
O -2.8665 1.6357 -1.7345
O -3.1140 -1.5742 1.3999
O -4.0731 -1.1070 -0.7997
P -2.6765 -1.2338 0.0618
P -2.3001 1.2946 -0.3779
H -0.1201 0.8653 0.8841
H 0.1947 0.3280 2.7272
H 0.6361 -0.7511 1.4417
H -1.0045 -0.4326 1.6424
H -4.1051 -0.7987 -1.6912
*
```

Computed properties:
**Relative energy (zero: lowest compared OMol25 entry of this formula, charge and spin)**: 0.601 eV
**LUMO**: 3.81 eV
**Molecular weight**: 143.00 g/mol
**HOMO-LUMO gap**: 8.4 eV
**HOMO**: -4.57 eV